Density functional theory data (the ωB97M-V functional and the def2-TZVPD basis) for C33H43F3N4O4S5Si2Zr as an isolated structure at a distorted geometry.

Summary:
ΔE to the lowest compared entry with this formula, charge and spin, eV: 3.232
Spin multiplicity: 1
HOMO, eV: -7.07
Kohn-Sham gap, Eh: 0.2198

Structure (XYZ):
```
95
Properties=species:S:1:pos:R:3:forces:R:3:mulliken_charge:R:1
Zr 0.109 -0.937 -0.368 -0.196 0.172 0.998 0.849
S -0.677 1.583 1.404 -0.337 0.123 0.001 -0.202
C -0.207 2.948 0.638 0.170 0.106 -0.544 0.021
N 0.231 4.078 1.227 -0.115 -0.131 0.132 0.403
C 0.745 5.180 0.432 0.028 0.000 -0.041 -0.869
C -0.182 5.391 -0.732 -0.003 -0.063 0.022 -0.630
N -0.245 4.147 -1.498 0.017 -0.027 -0.123 0.072
C -0.195 4.312 -2.960 -0.058 -0.063 0.005 -1.648
C 1.184 4.743 -3.392 0.005 0.022 0.012 0.611
C 2.255 3.857 -3.282 0.001 0.002 0.021 0.140
C 3.534 4.269 -3.615 0.018 -0.011 0.006 -0.584
C 3.759 5.563 -4.070 0.023 -0.020 0.003 -0.582
C 2.697 6.444 -4.194 -0.011 0.018 -0.013 -0.644
C 1.415 6.034 -3.851 -0.026 -0.011 -0.024 -0.427
C -0.216 2.957 -0.906 0.040 0.100 0.468 0.134
S -0.221 1.538 -1.779 0.087 -0.165 0.046 -0.265
C 0.173 4.274 2.675 0.077 -0.055 0.038 -1.134
C -0.683 5.463 3.031 -0.007 -0.014 -0.008 0.175
C -0.161 6.540 3.734 0.010 0.001 -0.005 -0.143
C -0.961 7.632 4.047 0.019 0.004 0.009 -0.651
C -2.288 7.654 3.652 -0.035 0.000 -0.005 -0.391
C -2.818 6.579 2.949 -0.012 0.013 0.002 -0.762
C -2.021 5.489 2.642 -0.004 -0.005 -0.006 -0.281
H 1.756 4.956 0.072 0.001 0.018 0.002 0.243
H 0.791 6.068 1.059 -0.047 0.009 0.000 0.543
H 0.198 6.167 -1.393 0.029 0.004 -0.003 0.445
H -1.183 5.673 -0.392 0.014 0.016 0.022 0.334
H -0.941 5.062 -3.230 0.022 0.022 0.015 0.462
H -0.480 3.367 -3.414 -0.004 0.036 -0.017 0.623
H 2.084 2.844 -2.936 0.002 0.004 -0.008 0.441
H 4.360 3.576 -3.520 -0.001 0.000 -0.002 0.387
H 4.760 5.879 -4.332 0.000 0.005 -0.004 0.400
H 2.864 7.450 -4.555 -0.004 0.000 0.002 0.377
H 0.583 6.723 -3.952 0.003 0.007 0.003 0.401
H 1.188 4.392 3.063 -0.010 0.051 -0.021 0.322
H -0.236 3.363 3.109 0.017 -0.001 -0.012 0.561
H 0.879 6.523 4.041 0.003 0.003 0.004 0.403
H -0.544 8.466 4.597 0.006 -0.004 0.001 0.392
H -2.913 8.504 3.894 0.003 0.002 0.000 0.384
H -3.858 6.588 2.648 -0.001 -0.001 0.001 0.412
H -2.439 4.644 2.105 0.009 -0.010 -0.003 0.539
C 3.019 1.621 -0.264 -0.021 -0.001 -0.023 0.110
Si 2.910 0.556 1.288 -0.069 0.070 0.005 -0.261
C 2.809 1.684 2.797 0.043 -0.025 0.009 -1.121
C 4.522 -0.416 1.423 -0.019 0.024 0.015 -1.481
N 1.466 -0.414 1.179 -0.159 -0.327 -0.147 1.311
C 1.177 -1.418 2.139 0.023 0.222 -0.086 0.646
C 2.099 -1.882 3.082 -0.012 -0.059 0.050 -0.929
C 1.774 -2.876 3.987 -0.015 -0.012 -0.004 -1.065
C 0.515 -3.462 3.957 -0.013 0.014 -0.011 -0.928
C -0.416 -3.027 3.030 0.077 -0.060 0.043 -0.851
C -0.120 -1.996 2.138 -0.224 0.144 -0.114 0.882
N -1.074 -1.488 1.220 0.230 -0.086 -0.215 0.716
Si -2.804 -1.534 1.510 0.040 0.150 0.023 0.634
C -3.556 -3.240 1.257 0.061 -0.019 0.055 -1.419
C -3.620 -0.299 0.350 0.001 -0.040 -0.046 -0.959
C -3.119 -0.958 3.268 0.002 -0.019 -0.016 -1.175
H 2.598 2.619 -0.109 -0.031 -0.005 0.013 -0.419
H 2.514 1.184 -1.127 0.033 -0.071 -0.001 -0.318
H 4.070 1.747 -0.538 0.013 0.047 0.033 0.632
H 3.271 2.655 2.593 0.021 0.009 -0.008 0.341
H 3.324 1.255 3.659 -0.019 -0.016 0.005 0.522
H 1.769 1.848 3.083 -0.013 0.012 -0.031 0.166
H 5.300 0.098 0.853 0.026 -0.027 -0.004 0.362
H 4.443 -1.431 1.036 -0.042 -0.008 -0.006 0.436
H 4.861 -0.485 2.458 0.024 0.036 0.000 0.510
H 3.089 -1.452 3.112 0.002 -0.006 0.012 0.293
H 2.511 -3.201 4.711 -0.001 0.000 0.008 0.413
H 0.254 -4.250 4.651 0.022 -0.003 0.009 0.401
H -1.397 -3.485 2.996 0.003 -0.002 -0.006 0.387
H -2.793 -3.985 1.024 0.018 0.016 -0.013 0.337
H -4.265 -3.235 0.429 -0.016 0.006 0.002 0.395
H -4.085 -3.571 2.153 -0.007 -0.011 0.008 0.406
H -2.930 0.454 -0.034 0.024 -0.003 0.041 0.039
H -4.405 0.230 0.897 -0.031 -0.015 -0.009 0.437
H -4.077 -0.788 -0.510 0.014 -0.016 0.000 0.338
H -2.733 -1.643 4.023 0.012 -0.012 -0.010 0.357
H -4.197 -0.860 3.424 -0.005 0.003 0.017 0.379
H -2.663 0.019 3.442 -0.003 0.018 -0.016 0.198
F -0.685 -2.932 -1.238 -0.226 0.051 -0.393 -0.178
C -1.636 -2.546 -2.379 0.325 -0.050 0.369 -0.453
F -1.492 -0.932 -1.892 -0.034 0.125 0.221 -0.311
F -2.781 -2.805 -1.805 -0.031 0.008 -0.020 -0.054
S 2.124 -2.245 -1.951 -0.119 0.388 -0.046 1.083
O 1.955 -3.257 -2.928 0.127 -0.023 -0.005 -0.555
O 1.397 -0.958 -2.186 0.173 -0.345 -0.445 -0.543
O 1.802 -2.568 -0.543 0.022 -0.240 -0.293 -0.455
C 6.140 0.677 -4.056 -0.022 -0.047 0.051 -0.713
O 5.591 -0.136 -3.012 -0.081 -0.013 -0.047 -0.284
C 4.411 -0.726 -3.242 0.229 -0.036 0.081 0.401
S 3.490 -0.570 -4.554 -0.067 0.017 -0.056 -0.201
S 4.148 -1.718 -1.794 -0.027 0.052 0.058 -0.182
H 7.059 1.082 -3.642 -0.004 0.000 -0.017 0.269
H 5.441 1.468 -4.322 0.020 0.008 -0.012 0.227
H 6.342 0.069 -4.937 -0.008 0.014 -0.005 0.370
```
Positions in Å, forces in eV/Å.


Density functional theory data (the ωB97M-V functional and the def2-TZVPD basis) for one molecule with the formula C9H11N3O at a distorted geometry.

Summary:
ΔE to the lowest compared entry with this formula, charge and spin, eV: 5.158
Spin multiplicity: 1
HOMO (alpha / beta), eV: -7.09 / -7.36
Kohn-Sham gap (alpha / beta), Eh: 0.2483 / 0.2416

Structure (XYZ):
```
24
Properties=species:S:1:pos:R:3:forces:R:3:mulliken_charge:R:1
C 2.516 -1.564 0.474 -1.011 -1.854 -0.573 -0.451
C 1.485 -2.485 0.419 0.389 0.461 -0.638 -0.816
C 1.270 0.121 -0.687 -1.176 3.106 -0.422 -0.357
C 2.447 -0.315 -0.179 -0.096 0.609 0.818 0.957
C 0.121 -0.645 -0.604 -1.629 -0.444 -0.157 0.132
C 0.276 -2.096 -0.342 0.365 0.278 0.944 0.454
C -3.212 -0.725 0.086 0.673 0.227 2.463 -0.298
C -2.734 -0.195 1.228 -2.655 0.708 2.297 -0.519
C -1.557 1.188 -0.695 -0.472 3.099 -1.416 -0.937
N -2.187 -1.099 -0.700 -0.477 -0.147 -2.739 -0.588
N 3.455 0.639 -0.060 0.350 -3.824 2.322 -0.598
N -1.207 -0.196 -0.644 2.348 -1.249 -1.285 0.424
O -0.612 -2.854 -0.676 0.148 -1.445 -0.038 -0.559
H 3.412 -1.924 0.899 1.073 0.094 0.581 0.315
H 1.601 -3.548 0.785 -0.274 1.479 -0.435 0.333
H 1.276 1.249 -0.914 -0.509 -1.838 0.030 0.153
H -4.275 -0.952 -0.019 0.575 -0.303 -0.537 0.337
H -3.435 0.101 2.020 0.280 -0.157 -0.238 0.266
H -1.700 0.013 1.433 0.040 -0.304 0.045 0.239
H -2.669 1.232 -0.587 1.502 0.532 0.052 0.387
H -1.012 1.805 0.026 -0.440 -0.354 0.598 0.396
H -1.319 1.825 -1.634 -0.022 -1.932 0.606 0.298
H 4.319 0.181 -0.195 1.357 0.162 -0.063 0.237
H 3.323 1.414 -0.574 -0.340 3.096 -2.215 0.194
```
Positions in Å, forces in eV/Å.


Density functional theory data (the ωB97M-V functional and the def2-TZVPD basis) for C44H43CsFGeN7O4SSi as an isolated structure.

Summary:
ΔE to the lowest compared entry with this formula, charge and spin, eV: 1.212
Spin multiplicity: 1
HOMO, eV: -6.19
Kohn-Sham gap, Eh: 0.2232

Structure (XYZ):
```
103
Properties=species:S:1:pos:R:3:forces:R:3:mulliken_charge:R:1
Cs 0.057 -1.374 0.326 0.027 0.099 0.469 1.119
C 3.687 -5.322 0.414 0.001 0.024 -0.050 -0.887
Si 2.061 -4.636 -0.271 -0.013 -0.024 0.002 0.168
C 0.893 -4.642 1.223 0.056 -0.023 -0.016 -1.115
C 1.393 -5.903 -1.494 0.012 -0.037 -0.020 -1.128
N 2.126 -3.064 -0.892 -0.005 -0.044 0.027 0.329
C 2.930 -2.596 -1.861 0.000 0.040 0.057 0.262
C 3.915 -3.317 -2.590 0.053 0.007 -0.072 -0.133
C 4.724 -2.731 -3.552 -0.025 -0.026 0.032 -1.103
C 4.620 -1.383 -3.867 0.009 0.016 -0.024 -0.699
C 3.667 -0.626 -3.191 -0.002 -0.014 -0.017 -0.591
C 2.879 -1.234 -2.249 -0.011 -0.015 0.029 -0.120
F 1.950 -0.436 -1.597 0.104 0.060 -0.097 -0.306
H 3.580 -6.364 0.728 -0.010 0.002 0.010 0.441
H 3.982 -4.738 1.290 0.077 0.026 0.008 0.183
H 4.486 -5.284 -0.332 0.006 0.024 0.052 0.229
H 0.794 -5.664 1.599 0.001 0.006 0.005 0.342
H -0.119 -4.297 0.991 0.003 -0.051 -0.017 0.241
H 1.291 -4.037 2.045 -0.021 0.017 -0.063 0.225
H 1.326 -6.902 -1.054 -0.004 0.001 -0.001 0.340
H 2.035 -5.970 -2.377 0.000 -0.004 0.006 0.308
H 0.397 -5.617 -1.841 -0.011 0.006 0.009 0.280
H 4.026 -4.376 -2.392 -0.021 -0.004 0.027 0.290
H 5.452 -3.348 -4.065 0.008 0.010 -0.010 0.390
H 5.257 -0.927 -4.613 0.001 -0.002 -0.002 0.403
H 3.532 0.433 -3.382 0.010 -0.001 0.000 0.534
O 7.237 -4.297 1.424 -0.083 -0.084 -0.064 -0.526
C 7.091 -3.397 2.419 0.020 0.119 0.000 0.450
O 7.890 -3.345 3.312 -0.014 -0.038 0.002 -0.577
C 5.904 -2.493 2.324 -0.014 -0.040 0.005 0.307
C 5.353 -2.114 1.103 -0.057 -0.165 -0.019 -0.786
C 4.237 -1.299 1.060 0.258 -0.114 0.110 0.114
C 3.683 -0.831 2.239 0.038 0.172 0.196 -0.406
C 4.240 -1.185 3.466 0.005 -0.092 0.026 -0.115
C 5.349 -2.013 3.506 -0.021 0.011 -0.029 -0.916
N 2.570 0.041 2.165 0.084 -0.140 -0.032 0.071
C 2.747 1.206 2.622 -0.170 0.114 -0.056 -0.538
C 1.693 2.243 2.593 0.177 0.084 0.051 0.739
C 2.027 3.532 2.989 0.032 -0.031 -0.032 -0.823
C 1.062 4.525 2.921 -0.047 0.023 0.004 -0.531
C -0.202 4.181 2.483 0.002 0.012 0.048 -1.222
C -0.449 2.854 2.143 -0.020 0.067 -0.066 -0.161
N 0.475 1.904 2.171 -0.110 -0.132 0.030 0.079
H 6.430 -4.344 0.890 0.062 0.024 0.045 0.327
H 5.781 -2.448 0.165 0.011 0.006 0.009 0.638
H 3.827 -1.000 0.118 -0.216 0.063 -0.342 0.359
H 3.793 -0.824 4.384 -0.017 0.013 -0.014 0.557
H 5.798 -2.296 4.448 0.004 -0.005 -0.006 0.451
H 3.713 1.523 3.029 0.012 -0.025 0.024 0.394
H 3.032 3.748 3.328 0.000 -0.001 0.006 0.385
H 1.296 5.542 3.209 0.005 0.003 -0.013 0.444
H -0.998 4.909 2.404 0.008 0.005 0.008 0.487
H -1.438 2.545 1.840 -0.029 0.060 -0.073 0.798
N -9.188 -0.089 -0.651 -0.005 -0.004 0.006 -0.526
C -7.817 -0.036 -0.542 0.047 0.008 0.020 1.030
C -7.202 0.953 0.237 -0.032 -0.031 -0.050 -0.920
C -5.828 1.033 0.303 0.051 0.024 0.015 -0.229
C -5.045 0.124 -0.400 -0.020 0.135 0.032 -0.376
C -5.639 -0.866 -1.172 0.078 -0.071 -0.010 -0.600
C -7.013 -0.944 -1.243 -0.040 0.002 -0.005 -0.844
S -3.304 0.244 -0.319 -0.040 -0.391 -0.300 1.513
O -2.755 -1.039 -0.677 -0.071 0.144 -0.076 -0.833
O -2.967 1.274 -1.411 -0.107 0.050 0.030 -0.455
N -2.875 0.948 0.970 0.030 0.128 0.075 0.406
C -2.980 0.369 2.220 0.073 0.063 0.082 0.210
N -3.014 1.254 3.227 -0.068 0.004 -0.043 -0.524
C -3.065 0.754 4.450 -0.020 -0.149 0.120 -0.175
C -3.101 -0.610 4.708 0.019 0.101 -0.007 -0.712
C -3.073 -1.432 3.598 0.006 0.006 -0.008 -0.293
N -3.002 -0.960 2.357 -0.015 -0.023 -0.098 -0.478
H -9.724 0.375 0.063 -0.006 -0.006 -0.005 0.224
H -9.591 -0.950 -0.979 -0.006 0.005 0.004 0.219
H -7.813 1.658 0.787 -0.003 0.003 0.001 0.302
H -5.352 1.796 0.906 -0.014 -0.012 0.025 0.289
H -5.018 -1.575 -1.702 -0.008 0.007 0.008 0.485
H -7.477 -1.716 -1.845 -0.012 0.005 0.001 0.305
H -3.086 1.475 5.261 0.008 0.001 0.003 0.460
H -3.144 -1.006 5.711 -0.006 0.013 0.009 0.396
H -3.099 -2.512 3.696 -0.002 -0.004 -0.005 0.495
Ge -1.385 2.266 -1.467 0.101 0.046 0.003 1.903
C -0.873 2.252 -3.321 0.033 -0.076 -0.020 -0.004
C 0.104 1.352 -3.749 -0.064 0.117 -0.038 -0.437
C 0.496 1.324 -5.079 0.007 0.001 -0.040 -0.566
C -0.086 2.196 -5.990 0.028 -0.047 0.005 -0.471
C -1.060 3.093 -5.574 -0.020 0.013 0.021 -0.653
C -1.452 3.122 -4.244 -0.027 0.029 0.000 -0.284
C -1.883 4.028 -0.850 -0.062 -0.006 0.028 0.070
C -2.960 4.237 0.010 0.039 -0.029 0.080 -0.105
C -3.265 5.516 0.453 0.018 -0.004 0.021 -0.513
C -2.490 6.597 0.050 0.014 -0.016 -0.013 -0.495
C -1.415 6.398 -0.804 -0.046 -0.006 -0.062 -0.680
C -1.121 5.120 -1.263 -0.002 0.005 0.053 -0.509
H -0.373 1.507 -0.599 -0.118 0.055 -0.067 -0.428
H 0.570 0.678 -3.046 0.069 -0.095 0.068 0.204
H 1.258 0.624 -5.400 -0.010 0.002 0.003 0.524
H 0.221 2.175 -7.028 -0.002 0.004 0.000 0.386
H -1.512 3.772 -6.286 -0.004 0.000 0.005 0.398
H -2.210 3.829 -3.925 0.006 0.003 0.004 0.393
H -3.540 3.393 0.364 0.011 0.016 -0.045 0.177
H -4.101 5.668 1.124 -0.001 0.002 -0.019 0.416
H -2.728 7.594 0.397 0.005 -0.006 0.008 0.389
H -0.813 7.236 -1.130 -0.001 0.008 0.020 0.417
H -0.292 4.984 -1.948 0.021 -0.024 -0.001 0.492
```
Positions in Å, forces in eV/Å.